Formula: C25H27OYb
Source: OMol25
Level of theory: ωB97M-V/def2-TZVPD

For the max |F|, the calculation gives 4.479 eV/Å. Its charge is -2. Its electronic energy is -2202.613241 hartree. The spin multiplicity is 2. Its frontier orbital gap (spin up / spin down) is 3.842 / 3.837 eV. For the energy relative to the best compared isomer or geometry (same formula, charge and spin), the calculation gives 64.0 kJ/mol. The expectation value of S² is 0.754.

Each line ends with the Mulliken spin population.
Element x y z (Å)
Yb -0.192 -0.509 0.140  0.002
C -0.430 -0.052 2.716  0.000
C -1.597 0.564 2.186  -0.001
C -2.432 -0.494 1.671  -0.002
H -1.840 1.605 2.195  0.001
C -1.765 -1.745 1.894  0.004
C -0.509 -1.463 2.552  0.000
H 0.204 -2.195 2.880  0.000
H 0.405 0.493 3.184  0.000
H -3.421 -0.366 1.258  0.001
H -2.155 -2.721 1.658  0.000
C 1.998 -1.080 -1.244  0.001
C 2.016 -1.937 -0.109  0.000
C 0.945 -2.864 -0.220  -0.001
H 2.758 -1.905 0.699  0.000
C 0.261 -2.599 -1.455  0.002
C 0.908 -1.481 -2.077  0.002
H 0.641 -1.051 -3.039  -0.001
H 2.685 -0.268 -1.447  0.000
H 0.694 -3.655 0.478  0.000
H -0.548 -3.181 -1.874  0.000
O -1.457 0.400 -1.080  0.006
C -3.634 -1.360 -2.549  0.807
C -3.835 0.134 -2.260  0.018
C -3.648 -2.249 -1.298  -0.043
C -2.544 -1.602 -3.589  -0.047
C -2.636 0.952 -1.554  0.072
H -4.753 0.275 -1.623  0.009
H -4.054 0.662 -3.234  0.012
H -2.276 1.730 -2.205  -0.003
H -3.003 1.454 -0.660  -0.002
H -4.459 -2.871 -1.645  0.056
H -3.945 -1.758 -0.347  0.013
H -2.780 -2.915 -1.060  0.015
H -3.230 -1.791 -4.405  0.055
H -1.916 -2.494 -3.443  0.005
H -1.851 -0.762 -3.893  0.020
C 4.867 2.005 2.908  0.000
C 4.145 0.791 3.031  0.000
C 2.995 0.582 2.278  0.000
C 2.520 1.567 1.365  0.002
C 1.390 1.431 0.569  0.000
C 0.918 2.373 -0.306  -0.007
C 1.667 3.613 -0.425  0.000
C 2.812 3.814 0.340  0.000
C 3.268 2.814 1.244  0.002
C 4.426 3.002 2.026  -0.001
H 5.760 2.165 3.496  0.000
H 4.493 0.028 3.718  0.000
H 2.432 -0.353 2.378  -0.001
H 0.032 2.232 -0.907  0.003
H 1.326 4.372 -1.111  0.000
H 3.375 4.733 0.264  0.000
H 4.970 3.933 1.931  0.000

Forces on the atoms, in the same order (eV/Å):
1.68 -0.76 1.64
0.03 0.10 0.66
-0.37 -2.12 0.07
1.12 -0.05 1.10
0.05 0.41 -0.14
0.33 1.27 0.55
-1.48 0.72 -0.14
0.27 -0.14 0.01
-0.55 -0.38 -0.36
0.01 0.03 -0.20
0.00 -0.14 -0.13
-0.50 -0.83 -0.40
0.25 -0.39 -0.12
0.23 0.09 -1.06
-0.47 0.06 -0.35
1.03 0.43 0.39
0.56 -0.75 0.41
-0.02 0.03 0.30
-0.13 -0.04 0.11
0.04 0.13 -0.01
-0.09 0.09 0.12
-2.90 0.11 -2.85
3.17 2.15 2.32
-0.70 -0.03 -0.39
-0.32 -0.13 -0.43
-0.41 0.00 -0.34
1.45 -0.14 1.12
0.73 -0.17 -0.47
0.19 -0.41 0.78
-0.57 0.76 -1.07
-1.18 0.34 0.03
-0.64 -1.12 0.76
0.16 -0.05 -0.81
-0.40 0.84 -0.60
0.41 -0.26 -1.33
-0.37 0.26 0.17
-0.97 -0.58 0.78
-0.74 0.63 -0.90
-0.49 0.31 -0.53
0.42 0.09 0.24
1.43 2.11 -0.10
-2.33 -2.49 -0.42
2.25 2.26 0.48
0.01 -1.10 0.68
-0.82 -0.45 -0.40
-0.22 -0.65 0.25
0.38 -1.08 0.88
0.14 0.03 0.10
0.00 -0.02 0.01
0.16 0.41 -0.13
-0.14 -0.11 -0.08
0.00 0.39 -0.21
0.12 0.20 -0.04
0.18 0.14 0.05


Formula: C25H28BF4IrN5O3
Source: OMol25
Level of theory: ωB97M-V/def2-TZVPD

For the max |F|, the calculation gives 0.362 eV/Å. Its charge is +2. Its electronic energy is -1997.187440 hartree. The spin multiplicity is 2. Its frontier orbital gap (spin up / spin down) is 6.854 / 4.908 eV. For the energy relative to the best compared isomer or geometry (same formula, charge and spin), the calculation gives 1.8 kJ/mol. The expectation value of S² is 0.766.

Each line ends with the Mulliken spin population.
Element x y z (Å)
Ir -0.452 -2.128 -1.212  -0.001
C -2.840 3.011 0.647  0.001
O -1.938 4.037 1.049  0.000
C -0.644 3.783 1.315  -0.007
C -0.065 4.629 2.268  0.001
C 1.253 4.496 2.644  0.003
C 2.053 3.508 2.071  -0.002
C 1.510 2.690 1.107  -0.001
C 0.170 2.811 0.721  0.016
N -0.290 1.957 -0.339  0.036
C -0.266 0.625 -0.257  -0.063
N -0.249 0.141 1.041  0.180
C -0.371 -1.107 1.529  0.229
C -0.484 -2.275 0.746  0.013
C -0.663 -3.473 1.370  0.094
C -0.757 -3.551 2.786  0.167
C -0.659 -2.436 3.584  -0.063
C -0.461 -1.200 2.979  0.293
O -0.361 -0.042 3.591  0.113
C -0.453 0.020 5.035  -0.005
N -0.286 -0.178 -1.295  0.034
C -0.227 0.257 -2.670  -0.003
C 0.777 -0.314 -3.462  0.002
C 0.893 -0.003 -4.804  0.000
C 0.021 0.911 -5.374  0.003
C -0.968 1.494 -4.602  -0.002
C -1.121 1.164 -3.262  0.004
O -2.085 1.822 -2.561  0.000
C -3.299 1.086 -2.286  0.000
H -3.831 3.373 0.906  0.000
H -2.650 2.079 1.186  0.001
H -2.794 2.847 -0.426  0.000
H -0.701 5.388 2.703  0.000
H 1.665 5.167 3.385  0.000
H 3.091 3.406 2.352  0.000
H 2.129 1.958 0.598  -0.001
H -0.663 2.356 -1.193  -0.002
H -0.226 0.880 1.742  -0.060
H -0.784 -4.386 0.798  0.001
H -0.927 -4.518 3.241  0.001
H -0.750 -2.520 4.656  -0.001
H -1.445 -0.299 5.349  0.004
H -0.291 1.062 5.286  0.000
H 0.321 -0.602 5.480  0.004
H 1.498 -0.973 -3.002  0.001
H 1.676 -0.453 -5.397  0.000
H 0.113 1.175 -6.419  0.000
H -1.656 2.216 -5.022  0.000
H -4.121 1.793 -2.376  0.000
H -3.270 0.677 -1.283  0.000
H -3.428 0.286 -3.013  0.000
C 4.659 -3.257 -2.188  0.000
N 3.890 -2.971 -0.964  0.000
C 4.588 -3.044 0.328  0.000
C 2.627 -2.719 -1.024  -0.001
N 1.492 -2.491 -1.080  0.004
H 5.060 -4.268 -2.130  0.000
H 5.474 -2.541 -2.274  0.000
H 4.011 -3.176 -3.056  0.000
H 5.007 -4.041 0.454  0.000
H 3.889 -2.841 1.134  0.000
H 5.389 -2.306 0.344  0.000
F -3.362 -3.033 0.363  0.000
B -3.470 -1.797 -0.184  0.009
F -2.878 -0.809 0.589  -0.002
F -4.628 -1.452 -0.751  0.000
F -2.443 -1.896 -1.473  -0.002

Forces on the atoms, in the same order (eV/Å):
0.00 0.16 0.04
-0.01 -0.02 0.01
0.02 0.07 -0.06
-0.02 -0.03 0.09
0.00 -0.01 0.01
0.00 -0.01 -0.01
0.00 0.00 0.01
0.05 0.02 -0.03
-0.04 0.07 0.01
0.06 -0.05 -0.12
-0.32 -0.03 -0.02
0.18 -0.12 0.05
-0.04 -0.01 -0.04
-0.03 0.02 -0.09
0.02 0.02 0.04
-0.02 0.01 -0.01
0.01 -0.01 0.03
-0.03 0.02 -0.01
0.04 -0.01 -0.01
-0.02 0.01 0.02
-0.09 0.19 -0.03
0.05 -0.02 0.05
-0.02 -0.03 0.06
0.02 -0.02 -0.01
0.00 0.00 -0.05
-0.02 -0.08 0.05
0.05 -0.03 -0.13
0.13 0.00 0.34
-0.14 -0.01 -0.15
0.00 -0.01 0.01
0.00 -0.01 -0.01
0.00 -0.02 -0.02
0.00 0.00 0.00
0.01 0.00 0.00
0.00 0.00 0.00
-0.01 -0.01 0.00
0.03 0.01 -0.04
0.01 0.02 0.00
0.00 0.00 -0.01
0.00 0.00 0.00
0.01 0.01 0.00
0.00 0.00 0.00
-0.01 0.00 0.00
0.00 0.00 -0.01
0.04 -0.02 0.03
0.01 0.00 0.01
0.00 0.00 0.00
0.00 0.01 0.01
0.01 0.00 0.01
0.00 -0.07 0.09
-0.01 0.00 0.01
0.01 -0.01 -0.01
0.03 -0.03 -0.04
0.00 0.00 0.01
-0.10 0.01 0.07
0.11 -0.02 -0.16
0.00 0.00 0.00
0.00 0.00 0.00
0.00 0.00 0.00
0.00 0.00 0.00
0.00 0.00 0.00
0.00 0.00 0.00
-0.04 0.00 -0.01
-0.01 -0.12 0.02
-0.05 0.06 -0.12
-0.05 0.02 -0.04
0.18 0.09 0.17


Formula: C25H28BrF2N2OPdSTe
Source: OMol25
Level of theory: ωB97M-V/def2-TZVPD

For the max |F|, the calculation gives 0.953 eV/Å. Its charge is +1. Its electronic energy is -4721.663825 hartree. The spin multiplicity is 5. Its frontier orbital gap (spin up / spin down) is 7.480 / 4.615 eV. For the energy relative to the best compared isomer or geometry (same formula, charge and spin), the calculation gives 56.6 kJ/mol. The expectation value of S² is 6.024.

Each line ends with the Mulliken spin population.
Element x y z (Å)
Pd 0.089 -0.859 -1.687  1.236
Br 2.189 -2.704 -1.901  0.093
C 3.477 -1.586 -1.025  -0.023
C 4.762 -2.033 -0.932  -0.007
C 5.724 -1.225 -0.299  0.004
C 5.368 -0.013 0.220  0.003
C 4.038 0.458 0.137  0.038
C 3.662 1.707 0.680  -0.015
C 2.377 2.158 0.590  0.050
C 1.398 1.369 -0.054  -0.132
C 1.739 0.168 -0.598  0.873
C 3.049 -0.343 -0.512  -0.253
H 5.036 -2.997 -1.338  -0.003
H 6.744 -1.577 -0.233  0.000
H 6.104 0.613 0.709  0.001
H 4.417 2.309 1.172  0.000
H 2.093 3.109 1.021  -0.003
H 0.381 1.746 -0.104  -0.004
C -5.340 1.945 -0.778  -0.003
C -4.833 0.509 -0.692  0.030
N -3.972 0.255 0.460  -0.022
C -4.589 0.017 1.770  0.003
C -4.592 1.259 2.656  0.000
C -2.643 0.224 0.361  -0.023
S -1.897 0.753 -1.140  0.905
N -1.889 0.002 1.396  0.205
C -0.675 -0.619 1.445  -0.008
O -0.284 -1.414 0.582  0.089
C 0.154 -0.326 2.631  -0.018
C 1.421 -0.901 2.723  0.004
C 2.232 -0.625 3.808  -0.001
C 1.783 0.224 4.811  0.011
C 0.523 0.802 4.725  -0.005
C -0.291 0.529 3.640  0.011
H -5.926 2.070 -1.689  -0.001
H -4.507 2.647 -0.807  0.002
H -5.982 2.187 0.067  0.002
H -4.282 0.255 -1.600  -0.004
H -5.675 -0.180 -0.621  0.004
H -4.035 -0.782 2.260  0.000
H -5.608 -0.327 1.594  0.000
H -3.584 1.663 2.755  -0.001
H -4.957 0.997 3.649  0.000
H -5.239 2.035 2.251  0.000
H 1.754 -1.562 1.932  -0.004
H 3.216 -1.070 3.872  0.000
H 2.410 0.430 5.669  0.000
H 0.177 1.471 5.502  0.000
H -1.276 0.970 3.568  0.004
F -2.277 -1.833 -2.920  0.051
C -1.412 -2.491 -2.089  0.589
F -0.697 -3.343 -2.863  0.059
H -1.985 -3.053 -1.351  0.018
C 0.744 -1.691 -5.308  -0.009
Te 0.058 0.032 -4.239  0.235
C 1.963 1.013 -4.340  0.001
H 1.215 -1.344 -6.224  0.008
H -0.116 -2.312 -5.544  -0.001
H 1.449 -2.246 -4.698  0.003
H 2.120 1.372 -5.354  0.009
H 2.744 0.308 -4.064  0.000
H 1.956 1.850 -3.647  -0.002

Forces on the atoms, in the same order (eV/Å):
-0.12 0.47 0.20
0.09 0.20 0.14
-0.05 -0.24 -0.17
-0.21 -0.08 -0.07
0.04 0.13 0.08
0.12 -0.06 0.02
-0.19 -0.15 -0.12
-0.05 0.18 0.05
0.13 -0.02 0.04
-0.08 -0.16 -0.16
-0.03 0.24 0.03
0.09 0.08 0.05
0.01 0.02 -0.01
0.00 0.01 0.02
0.01 -0.01 -0.01
0.00 -0.03 0.01
0.02 0.01 -0.02
0.00 -0.01 0.04
0.06 -0.13 -0.02
-0.15 0.30 -0.02
0.20 -0.13 -0.12
0.04 0.10 0.19
-0.01 -0.04 -0.09
-0.34 -0.26 0.15
0.43 0.01 -0.01
-0.26 0.46 0.15
0.36 -0.21 -0.45
-0.13 -0.13 0.32
-0.01 0.07 0.20
-0.03 -0.04 -0.09
0.04 -0.02 -0.02
-0.05 0.02 0.02
0.02 0.06 0.03
0.00 -0.06 -0.10
0.00 0.00 0.01
-0.01 0.03 0.03
0.02 0.03 0.02
-0.02 -0.08 0.01
0.05 -0.08 -0.04
-0.02 -0.06 -0.02
0.03 -0.05 -0.06
-0.01 -0.02 0.02
0.00 0.01 0.00
0.01 0.02 0.01
0.00 0.01 0.02
-0.01 -0.01 0.02
0.02 0.01 -0.02
0.00 -0.03 0.02
-0.02 0.00 0.00
0.03 -0.10 0.18
-0.19 -0.49 -0.80
-0.14 0.00 0.12
0.19 0.18 0.32
-0.14 0.10 0.04
0.60 -0.02 -0.30
-0.17 -0.06 0.03
-0.03 0.03 0.00
-0.02 0.02 0.02
0.01 0.05 0.05
-0.05 -0.02 0.00
-0.06 -0.04 0.06
-0.02 -0.03 0.02


Formula: C25H28Cl2N2O4Pt
Source: OMol25
Level of theory: ωB97M-V/def2-TZVPD

For the max |F|, the calculation gives 5.265 eV/Å. Its charge is -2. Its electronic energy is -2419.519130 hartree. The spin multiplicity is 5. Its frontier orbital gap (spin up / spin down) is 4.424 / 5.180 eV. For the energy relative to the best compared isomer or geometry (same formula, charge and spin), the calculation gives 51.7 kJ/mol. The expectation value of S² is 6.027.

Each line ends with the Mulliken spin population.
Element x y z (Å)
C -0.297 1.447 -3.877  0.025
C -0.764 2.545 -3.175  0.284
C -1.845 2.094 -2.320  0.301
C -0.325 3.944 -3.360  0.004
C -2.044 0.741 -2.512  0.152
C -1.054 0.258 -3.507  0.412
C -1.432 -0.729 -4.516  0.062
C 0.721 1.492 -4.929  0.000
C -2.706 2.996 -1.515  -0.003
C -3.110 -0.064 -1.921  -0.012
Pt 0.591 -1.240 -2.286  1.804
Cl 1.939 2.503 -0.966  0.019
Cl 2.628 -0.220 -2.947  0.287
O -1.155 -2.014 -1.524  0.235
H 0.759 4.028 -3.526  0.005
H -0.584 4.520 -2.464  0.002
H -0.826 4.395 -4.234  0.023
H -2.078 3.707 -0.946  0.006
H -3.352 2.431 -0.817  -0.002
H -3.383 3.582 -2.173  0.012
H -3.397 0.236 -0.909  0.002
H -2.684 -1.072 -1.849  0.003
H -4.036 -0.064 -2.510  0.034
H -2.043 -1.422 -3.937  -0.007
H -0.585 -1.276 -4.937  0.005
H -1.920 -0.246 -5.377  0.010
H 1.574 2.071 -4.548  0.011
H 0.320 1.925 -5.864  0.032
H 1.084 0.487 -5.157  -0.002
H -0.901 -2.299 -0.641  -0.021
O 0.555 -2.496 -3.688  0.237
H 0.019 -3.115 -3.154  0.017
O 3.344 -1.381 -0.303  -0.001
C 2.345 -1.153 0.350  -0.032
N 2.318 -1.017 1.734  0.003
C 1.017 -0.878 2.288  -0.006
C 0.221 -0.607 1.003  0.007
O -0.943 -0.207 1.125  0.006
N 1.005 -0.895 -0.084  0.079
C 0.599 -2.172 3.029  0.003
C -0.651 -2.756 2.861  -0.001
C -0.993 -3.961 3.474  0.000
C -0.066 -4.615 4.302  0.000
C 1.207 -4.021 4.518  0.000
C 1.511 -2.795 3.891  0.001
C 1.068 0.320 3.233  0.001
C 0.845 0.244 4.618  0.002
C 1.178 1.329 5.447  -0.001
C 1.716 2.499 4.891  0.001
C 1.894 2.591 3.496  0.000
C 1.546 1.508 2.676  0.000
H 3.122 -1.256 2.284  0.001
H -1.427 -2.284 2.275  0.000
H -1.989 -4.341 3.233  0.000
H -0.319 -5.595 4.739  0.000
H 1.977 -4.513 5.142  0.000
H 2.470 -2.290 4.094  0.000
H 0.412 -0.640 5.075  0.000
H 0.997 1.255 6.531  0.000
H 1.974 3.354 5.537  0.000
H 2.282 3.508 3.032  0.000
H 1.670 1.629 1.596  -0.001

Forces on the atoms, in the same order (eV/Å):
-0.33 -2.23 -0.19
-2.16 0.34 2.22
1.64 2.04 -1.34
0.23 0.44 0.14
1.07 -0.64 -1.25
0.67 1.71 1.18
0.03 -0.69 -0.73
0.49 -0.19 -0.37
-0.26 0.38 0.47
-0.44 -0.70 0.29
1.16 4.32 2.78
-0.20 0.48 0.18
0.16 0.18 -0.44
-0.51 -1.03 0.35
-0.31 -0.16 0.23
0.18 0.04 -0.26
-0.02 -0.04 0.16
-0.39 -0.28 -0.12
0.44 0.30 -0.24
0.34 -0.18 0.29
0.26 0.20 -0.07
-0.47 -0.03 0.11
0.12 0.02 -0.23
-0.35 -0.45 -0.80
-0.17 -0.01 0.26
-0.59 -0.13 0.27
-0.13 -0.06 -0.31
0.11 0.13 0.31
-0.02 0.15 0.07
-0.15 -0.01 0.10
-0.66 -3.56 -2.77
0.19 -0.38 -0.82
-0.87 -0.30 0.71
-0.98 0.70 0.09
1.19 -0.59 -0.25
0.33 -0.18 1.03
-0.25 -0.02 -0.36
0.73 -0.48 -0.82
0.06 0.14 0.95
-0.07 0.16 -0.18
-0.28 -0.23 0.20
0.62 0.05 0.21
0.34 0.11 -0.16
-0.46 0.19 -0.36
0.01 -0.42 0.29
-0.07 0.16 0.52
0.20 0.58 -0.21
-0.07 0.19 -0.22
-0.04 -0.04 -0.12
-0.38 -0.28 0.25
0.25 0.83 0.35
0.11 0.01 -0.11
0.25 0.30 -0.29
0.37 -0.22 0.38
0.22 0.58 -0.15
-0.66 0.31 -0.35
-0.47 -0.48 -0.14
0.12 0.00 -0.15
0.12 0.07 -0.56
-0.10 -0.49 -0.33
-0.20 -0.47 0.24
0.04 -0.17 0.08